[1]
ORCA calculation (ωB97M-V/def2-TZVPD) on the molecule CH3N5.

Each line ends with the natural charge from an NBO analysis.
Element x y z (Å)
H (0.9846, -2.0935, -1.0592)  0.314
N (0.9851, -1.1681, -1.3841)  -0.680
C (0.5275, -0.4720, -0.3646)  0.440
N (0.3764, 0.9744, -0.5484)  -0.261
N (-0.6359, 1.3646, 0.2665)  0.036
N (-0.8815, 0.4123, 1.0746)  -0.219
N (-0.2031, -0.7422, 0.6440)  -0.456
H (-1.7886, 0.4390, 1.4458)  0.402
H (0.1515, -1.4010, 1.4334)  0.422

SMILES ... [H]/N=c1/nn[nH][nH]1
Energy relative to the best compared isomer or geometry (same formula, charge and spin) ... 67.1 kcal per mole
M ... 85.07 g mol⁻¹
Orbital gap ... 9.2 eV
E_HOMO ... -8.817 eV

***

[2]
ORCA calculation (ωB97M-V/def2-TZVPD) on a structure of composition C7H10AsN5O8RhS.

Each line ends with the Löwdin spin population.
Element x y z (Å)
Rh (-0.3924, -1.1129, 0.1321)  2.784
O (3.4989, 0.6172, 1.7344)  0.009
As (1.8149, 0.8649, 1.3857)  0.020
O (0.9265, 1.1438, 2.7017)  0.016
O (1.3874, -0.6974, 0.6427)  0.505
C (1.9709, 2.0321, -0.1400)  0.007
C (3.1698, 2.7216, -0.2594)  0.001
C (3.3811, 3.5854, -1.3279)  0.002
C (2.4017, 3.7687, -2.2864)  0.001
C (1.1960, 3.0884, -2.1829)  0.001
C (0.9878, 2.2259, -1.1194)  0.004
S (-0.5625, 1.4001, -1.0844)  0.010
O (-1.5499, 2.1801, -1.7428)  0.027
O (-0.3687, 0.0250, -1.6841)  0.178
O (-0.8134, 1.0934, 0.3606)  0.145
H (3.6070, 0.4551, 2.6826)  0.000
H (3.9433, 2.5810, 0.4815)  0.000
H (4.3196, 4.1174, -1.4023)  0.000
H (2.5661, 4.4440, -3.1145)  0.000
H (0.4121, 3.2327, -2.9134)  0.000
N (-2.6488, -0.7671, 0.8716)  0.097
N (-3.3444, -1.9624, 1.0704)  0.006
C (-2.7204, -3.1255, 0.7896)  0.014
N (-3.3545, -4.2673, 0.9617)  0.005
N (-1.4649, -2.9687, 0.3487)  0.107
N (-0.6555, -4.0380, -0.0032)  0.005
O (-1.0471, -5.1792, 0.0737)  0.013
O (0.4375, -3.6701, -0.3755)  0.037
H (-2.5379, -0.2436, 1.7376)  0.002
H (-3.1079, -0.1799, 0.1797)  0.002
H (-4.2809, -1.9447, 1.4446)  0.002
H (-4.3050, -4.2944, 1.2922)  0.001
H (-2.8665, -5.1259, 0.7450)  0.000

M ... 502.08 g mol⁻¹
Orbital gap (alpha / beta) ... 9.1 / 6.9 eV
Expectation value of S² ... 6.011
E_HOMO (alpha / beta) ... -12.974 / -12.948 eV
Total charge ... +1
2S+1 ... 5

***

[3]
ORCA calculation (ωB97M-V/def2-TZVPD) on a cluster of 3 separate species, H6O2S in total.

Each line ends with the natural charge from an NBO analysis.
Element x y z (Å)
O (-0.4401, -1.9768, 0.3188)  -0.971
H (-0.5924, -1.3011, 0.9849)  0.494
H (-0.1942, -2.7563, 0.7907)  0.468
O (-0.5642, 0.4687, 1.8899)  -0.963
H (-1.3919, 0.9913, 1.9686)  0.482
H (-0.0451, 0.8309, 1.2188)  0.484
S (0.6331, 0.8723, -1.2552)  -0.318
H (-0.6682, 0.7346, -1.5724)  0.152
H (0.7961, -0.3920, -0.9768)  0.172

SMILES ... O.O.S
Energy relative to the best compared isomer or geometry (same formula, charge and spin) ... 0.0 kcal per mole
M ... 70.11 g mol⁻¹
Orbital gap ... 10.7 eV
E_HOMO ... -9.936 eV

***

no.,calculated total energy (Eh)
1,-313.55201
2,-3892.52391
3,-552.25417